No. 1
The following is a DFT calculation (wB97M-V/def2-TZVPD) of a structure of composition C43H52BrN3P3Pd.

Atoms and positions in Å:
Pd (0.355084, 1.300031, -0.265690)
C (3.091226, 0.684438, 1.848641)
P (1.520848, -0.003817, 1.260281)
C (0.578248, -0.361020, 2.771464)
C (1.896711, -1.607791, 0.521507)
C (2.428432, -2.673186, 1.245447)
C (2.759733, -3.851028, 0.593675)
C (2.569595, -3.962775, -0.779261)
C (2.049813, -2.900280, -1.503793)
C (1.702421, -1.718680, -0.853647)
P (1.224611, -0.209520, -1.766249)
C (2.863088, 0.336495, -2.337781)
C (0.347768, -0.778148, -3.252358)
H (3.640166, -0.053377, 2.435547)
H (2.900393, 1.556072, 2.476143)
H (3.707409, 0.988679, 1.003210)
H (1.034202, -1.194087, 3.307400)
H (-0.451652, -0.614861, 2.514185)
H (0.575883, 0.509058, 3.427418)
H (2.612697, -2.583279, 2.310031)
H (3.192666, -4.674161, 1.147450)
H (2.850704, -4.875357, -1.288828)
H (1.941526, -2.997034, -2.576441)
H (3.279318, -0.442414, -2.979597)
H (3.526440, 0.471827, -1.484115)
H (2.801685, 1.261798, -2.902286)
H (0.317808, -1.866767, -3.274033)
H (-0.672538, -0.413230, -3.274793)
H (0.862910, -0.405728, -4.137943)
N (2.843609, 6.333995, 2.551881)
C (1.999189, 5.557024, 2.557888)
C (0.959227, 4.567754, 2.522629)
C (-0.067271, 4.532000, 3.461018)
C (-1.009433, 3.522258, 3.356280)
C (-0.915009, 2.610251, 2.321591)
N (0.052689, 2.662530, 1.393587)
C (0.983833, 3.615232, 1.513650)
H (-0.114590, 5.269843, 4.250924)
H (-1.819669, 3.442877, 4.067216)
H (-1.640798, 1.817861, 2.222709)
H (1.779650, 3.632129, 0.781562)
Br (-3.719257, -2.600942, 1.327103)
C (-2.676106, -3.899537, 2.148279)
C (-2.971408, -4.345160, 3.421360)
C (-2.192295, -5.328224, 4.006479)
C (-1.107959, -5.854320, 3.309771)
C (-0.844181, -5.399644, 2.048898)
N (-1.624478, -4.439541, 1.468549)
H (-3.825118, -3.924968, 3.932958)
H (-2.433819, -5.688419, 4.997882)
H (-0.483995, -6.627482, 3.734427)
H (-0.041069, -5.764304, 1.426427)
C (-1.337148, -4.095092, 0.168856)
C (-1.170744, -4.041537, -1.020295)
C (-0.963298, -3.946851, -2.430049)
C (0.118454, -4.611749, -3.016779)
C (0.309863, -4.533632, -4.385175)
C (-0.573300, -3.800549, -5.169785)
C (-1.659423, -3.155599, -4.590196)
C (-1.862562, -3.229987, -3.222905)
H (0.782888, -5.203080, -2.400540)
H (1.134065, -5.061021, -4.846386)
H (-0.428538, -3.753705, -6.240859)
H (-2.362009, -2.615396, -5.210564)
H (-2.722724, -2.758397, -2.767740)
C (-1.840341, 5.037238, -2.784074)
C (-1.216583, 4.346795, -1.561334)
C (-2.056043, 4.702971, -0.328047)
C (0.210677, 4.904404, -1.393885)
P (-1.074636, 2.480532, -1.832613)
C (-0.451815, 2.419485, -3.542720)
C (0.878904, 2.793098, -3.735014)
C (1.433776, 2.841885, -5.004765)
C (0.663212, 2.505605, -6.109254)
C (-0.664135, 2.140607, -5.933597)
C (-1.221515, 2.106538, -4.662785)
C (-2.743109, 1.625917, -1.754571)
C (-3.114507, 1.405680, -0.281299)
C (-2.621955, 0.219732, -2.355347)
C (-3.891128, 2.386826, -2.430795)
H (-1.860183, 6.111149, -2.585943)
H (-2.863863, 4.725160, -2.975455)
H (-1.251565, 4.882309, -3.686782)
H (-1.982821, 5.780663, -0.173098)
H (-1.713506, 4.219229, 0.585017)
H (-3.111473, 4.475764, -0.468218)
H (0.163522, 5.860434, -0.870113)
H (0.678828, 5.089983, -2.358720)
H (0.870131, 4.243910, -0.827403)
H (1.487259, 3.070636, -2.883245)
H (2.462742, 3.152334, -5.134617)
H (1.090418, 2.544203, -7.102221)
H (-1.276785, 1.897013, -6.791361)
H (-2.263662, 1.842876, -4.569341)
H (-2.412385, 0.711780, 0.191577)
H (-4.105261, 0.945135, -0.252163)
H (-3.166589, 2.325810, 0.295628)
H (-1.828903, -0.359412, -1.871453)
H (-2.459746, 0.209953, -3.431078)
H (-3.564704, -0.300363, -2.167648)
H (-4.161467, 3.286213, -1.881620)
H (-4.770743, 1.738885, -2.437718)
H (-3.686568, 2.671396, -3.459765)

Force components x, y, z for each atom (eV/Å):
0.1 -0.1 0.1
0.0 0.0 0.0
0.0 0.0 0.1
-0.1 0.0 -0.1
0.0 0.0 0.0
0.0 0.0 0.0
0.0 0.0 0.0
0.0 0.1 0.1
0.2 0.1 0.0
0.0 0.0 0.0
0.0 0.0 0.0
0.0 0.0 0.0
0.2 0.2 -0.1
0.0 0.0 0.0
0.0 0.0 0.0
0.0 0.0 0.0
0.0 0.0 0.0
0.0 0.0 0.0
0.0 0.0 0.0
0.0 0.0 0.0
0.0 0.0 0.0
0.0 0.0 0.0
0.1 0.1 0.1
0.0 0.0 0.0
0.0 0.0 0.0
0.0 0.0 0.0
0.1 0.1 0.0
0.4 -0.1 -0.1
0.1 0.0 0.0
0.0 0.0 0.0
0.0 0.0 0.0
0.0 0.0 0.0
0.0 0.0 0.0
0.0 0.0 0.0
0.0 0.0 0.0
0.1 0.0 0.0
0.0 0.0 0.0
0.0 0.0 0.0
0.0 0.0 0.0
-0.1 -0.1 -0.1
0.0 0.0 0.1
0.1 0.0 -0.1
0.0 -0.1 0.0
0.0 0.0 0.0
0.0 0.0 0.0
0.0 0.0 0.0
0.0 0.0 0.0
0.0 0.0 0.1
0.0 0.0 0.0
0.0 0.0 0.0
0.0 0.0 0.0
0.0 0.0 0.0
-0.2 -0.1 -0.2
0.0 0.1 0.2
0.0 -0.1 0.0
-0.2 -0.2 -0.1
0.0 0.0 0.0
0.0 0.0 0.0
-0.1 -0.1 0.0
0.0 -0.1 0.0
-0.1 0.0 -0.1
0.0 0.0 0.0
0.0 0.0 0.0
0.0 0.0 0.0
0.0 0.0 0.0
0.0 0.0 0.0
-0.1 0.0 0.0
0.0 -0.1 0.0
0.0 -0.1 0.0
0.0 0.1 -0.1
0.0 -0.1 0.0
0.1 -0.1 0.0
0.0 0.0 0.0
0.0 0.0 0.0
0.0 0.0 0.0
0.0 0.0 0.0
0.0 0.0 0.0
0.0 0.0 0.0
-0.2 -0.1 0.1
0.0 0.0 0.0
0.0 0.0 0.0
0.0 0.0 0.0
0.0 0.0 0.0
0.0 0.0 0.0
0.0 0.0 0.0
0.0 0.0 0.0
0.0 0.0 0.0
0.0 0.0 0.0
-0.1 0.1 -0.1
0.0 0.0 0.0
0.0 0.0 0.0
0.0 0.0 0.0
0.0 0.0 0.0
0.0 0.0 0.0
0.0 0.0 0.1
0.0 0.0 0.0
0.0 0.1 0.0
-0.2 0.1 0.1
-0.1 0.0 0.0
0.0 0.0 0.0
0.0 0.0 0.0
0.0 0.0 0.0
0.0 0.0 0.0

Computed properties:
Relative energy (zero: lowest compared OMol25 entry of this formula, charge and spin) in kcal per mole: 0.0
HOMO in eV: -16.0
Spin multiplicity: 1
Maximum force in eV/A: 0.41
Frontier orbital gap in hartree: 0.273
Charge: +3


No. 2
The following is a DFT calculation (wB97M-V/def2-TZVPD) of a cluster of 5 separate species, C43H52F8N4O21PS in total in a non-equilibrium geometry.

Atoms and positions in Å:
C (3.455202, -5.189584, 1.458226)
C (3.952433, -4.064520, 0.528644)
C (2.827664, -3.405048, -0.286058)
C (2.361439, -2.057331, 0.306309)
C (1.972335, -0.992147, -0.743760)
C (0.538731, -0.441434, -0.662982)
P (0.502925, 0.867491, -2.025941)
N (0.849091, 0.313478, -3.445781)
C (-0.583418, -1.410594, -1.126358)
N (-0.061517, -2.459086, -1.924497)
N (-1.613733, -1.842285, -0.028026)
S (-1.540083, -3.564057, 0.418046)
O (-2.008384, -4.283291, -0.723437)
O (-0.241032, -3.922277, 0.875148)
C (-2.889964, -3.874984, 1.706151)
F (-3.271400, -5.113479, 1.446784)
F (-3.930942, -3.068496, 1.471602)
C (-2.533250, -3.787362, 3.224828)
F (-3.601034, -4.339759, 3.831538)
F (-2.479745, -2.515342, 3.645005)
C (-1.275738, -4.562428, 3.733350)
F (-1.470809, -4.841217, 5.009306)
F (-1.095623, -5.685493, 3.069698)
F (-0.210485, -3.775613, 3.656847)
C (-1.682118, -1.039408, 1.247177)
C (-1.136062, 0.377158, 1.181496)
C (-1.951264, 1.341875, 0.314511)
O (-2.726287, 0.613982, -0.643433)
O (-4.079012, 1.099884, -0.663315)
C (-1.197492, 0.888967, 2.639588)
C (-2.591553, 0.893819, 3.277144)
F (-0.367491, 0.096063, 3.439101)
C (0.364237, 0.239513, 0.751591)
C (1.198046, 1.517179, 0.927424)
C (1.890346, 1.646355, 2.298588)
O (2.645523, 0.478894, 2.557519)
C (2.862902, 2.850258, 2.216523)
N (3.779948, 2.931874, 3.350027)
H (3.155343, -4.760273, 2.415598)
H (4.286227, -5.856063, 1.687571)
H (2.636000, -5.748192, 1.011125)
H (4.448394, -3.330973, 1.165693)
H (4.717353, -4.459872, -0.139407)
H (3.232490, -3.196923, -1.278723)
H (1.991666, -4.101469, -0.379042)
H (3.223652, -1.668886, 0.848642)
H (1.605892, -2.213116, 1.078591)
H (2.219710, -1.373773, -1.730955)
H (2.636946, -0.136431, -0.614141)
H (1.392354, 1.909650, -1.708538)
H (-0.795485, 1.409250, -2.107102)
H (1.054221, -0.676646, -3.473000)
H (-1.196162, -0.842114, -1.828385)
H (-0.771328, -2.926441, -2.473160)
H (0.498211, -3.139295, -1.423917)
H (-2.558146, -1.780190, -0.450275)
H (-2.726298, -1.018103, 1.545115)
H (-1.084935, -1.563476, 1.992881)
H (-1.277163, 2.042246, -0.180602)
H (-2.635722, 1.971123, 0.883057)
H (-4.508876, 0.603005, 0.051657)
H (-0.818775, 1.910950, 2.635996)
H (-2.678093, 0.138751, 4.054349)
H (-2.799949, 1.868811, 3.713361)
H (-3.390580, 0.728531, 2.553257)
H (0.753695, -0.463316, 1.488713)
H (0.602739, 2.427518, 0.802416)
H (2.022180, 1.571028, 0.222374)
H (1.189163, 1.903359, 3.093384)
H (2.305995, 0.013876, 3.326208)
H (2.252697, 3.756997, 2.189158)
H (3.461061, 2.728734, 1.312350)
H (4.587863, 2.356137, 3.125897)
H (3.370811, 2.493692, 4.168224)
C (9.772904, 1.684682, 2.255079)
C (8.581544, 1.477097, 2.831655)
C (7.289248, 1.715227, 2.095017)
O (6.248915, 1.480252, 2.692308)
C (7.340695, 2.206258, 0.737874)
C (8.532320, 2.418096, 0.159686)
C (9.830514, 2.156401, 0.883365)
O (10.860980, 2.360057, 0.272187)
O (8.668995, 2.867360, -1.078286)
O (8.442349, 1.049065, 4.079989)
H (10.706662, 1.515457, 2.772034)
H (6.406195, 2.391256, 0.225614)
H (9.631556, 2.926392, -1.241629)
H (7.482729, 0.985051, 4.242741)
C (4.399446, 2.295347, -4.826154)
C (4.352232, 2.074551, -3.507980)
C (4.849022, 3.080050, -2.504415)
O (4.724383, 2.785956, -1.321681)
C (5.426950, 4.311937, -2.980531)
C (5.486635, 4.539477, -4.303304)
C (4.960301, 3.544400, -5.312747)
O (5.038568, 3.845594, -6.486446)
O (5.999462, 5.638039, -4.826045)
O (3.864690, 0.969283, -2.957641)
H (4.038186, 1.580697, -5.551646)
H (5.795351, 5.018310, -2.250133)
H (5.914838, 5.548323, -5.796073)
H (3.974801, 1.095124, -1.995385)
C (-7.688156, 2.962937, 0.384186)
C (-6.928596, 3.363318, -0.642126)
C (-7.358318, 4.469096, -1.572301)
O (-6.584885, 4.769492, -2.463120)
C (-8.645611, 5.094613, -1.355117)
C (-9.411672, 4.693537, -0.328808)
C (-8.971787, 3.604608, 0.617464)
O (-9.716333, 3.312473, 1.532082)
O (-10.599368, 5.213220, -0.064158)
O (-5.742365, 2.832507, -0.931346)
H (-7.392101, 2.172802, 1.060342)
H (-8.950590, 5.875350, -2.037252)
H (-10.937736, 4.750082, 0.726107)
H (-5.428610, 3.319158, -1.721175)
C (-7.018246, -3.279128, -3.644992)
C (-6.148386, -2.415527, -3.104045)
C (-5.455819, -2.702197, -1.799707)
O (-4.664080, -1.858499, -1.382173)
C (-5.753387, -3.922884, -1.104802)
C (-6.631485, -4.792533, -1.635015)
C (-7.312630, -4.525112, -2.958305)
O (-8.074852, -5.373316, -3.370532)
O (-6.961509, -5.927772, -1.058015)
O (-5.833361, -1.254885, -3.666966)
H (-7.521157, -3.086565, -4.581909)
H (-5.262423, -4.102269, -0.163143)
H (-7.607698, -6.364763, -1.650081)
H (-5.188781, -0.819319, -3.079732)

Force components x, y, z for each atom (eV/Å):
0.6 0.5 0.1
-0.4 -0.6 0.3
0.4 0.6 0.1
0.5 -0.2 0.0
0.1 -0.4 0.4
0.0 1.4 0.8
0.5 -1.0 -2.1
-0.3 -0.2 0.4
1.3 0.3 -1.7
-0.4 -0.3 0.6
-1.1 -0.2 1.1
0.8 -2.2 -2.1
-0.7 0.8 0.3
-0.3 1.1 0.9
-0.2 0.2 0.7
0.3 -0.1 -0.2
0.2 0.4 -0.1
-0.6 -0.5 0.6
0.0 -0.1 -0.2
0.3 0.1 -0.3
-0.1 0.5 0.5
-0.1 -0.1 0.3
0.1 -0.2 -0.4
0.3 0.0 -0.4
-0.2 0.4 0.0
0.9 -0.1 0.0
-0.3 0.3 0.0
-0.2 -0.3 0.2
0.9 0.0 -0.1
-0.6 0.1 0.0
-0.1 0.3 -0.2
0.1 0.1 -0.1
-0.6 -0.3 0.0
-0.2 0.1 0.8
0.6 0.8 -0.5
-0.2 -0.2 0.0
-0.1 -0.6 0.7
0.1 -0.2 -0.2
-0.4 -0.1 0.0
-0.1 -0.2 0.0
0.0 -0.1 0.1
0.1 0.2 -0.2
-0.1 0.0 -0.1
-0.2 -0.1 -0.1
0.0 -0.1 -0.2
-0.1 0.2 0.1
-0.1 0.0 -0.1
-0.3 0.1 -0.1
0.0 0.0 0.1
-0.4 0.1 0.5
0.1 0.3 0.7
0.1 0.0 -0.3
-0.6 -0.1 0.4
0.1 0.0 -0.1
0.2 0.1 -0.1
0.1 0.2 -0.3
0.0 -0.2 0.0
0.0 0.0 0.0
-0.1 -0.1 -0.2
0.0 -0.2 0.2
0.0 -0.1 -0.1
0.3 -0.1 0.1
0.1 0.0 0.0
0.0 -0.1 0.2
0.0 -0.1 0.0
0.2 -0.1 -0.2
0.0 0.0 -0.3
-0.1 -0.1 -0.2
0.0 -0.5 0.2
0.0 0.1 0.0
0.1 0.1 -0.4
0.0 0.3 -0.1
-0.1 0.2 0.1
-0.1 0.2 0.1
0.1 0.0 -0.1
0.2 0.0 0.1
-0.1 0.1 -0.3
0.3 -0.2 0.1
-0.2 0.0 0.0
-0.2 0.0 0.0
0.1 -0.1 0.3
-0.1 0.1 -0.2
0.1 0.0 0.0
-0.1 0.0 -0.1
0.0 0.0 0.0
0.0 0.0 0.0
0.0 0.0 0.0
0.0 0.0 0.0
0.0 0.0 -0.1
-0.1 -0.1 -0.1
0.1 0.3 0.0
-0.1 -0.1 0.0
0.0 0.0 0.2
0.1 0.1 0.2
-0.1 -0.3 0.0
0.1 0.2 0.0
-0.1 -0.1 -0.1
0.1 -0.1 0.1
0.0 0.0 0.0
0.0 0.0 0.0
0.0 0.0 0.0
0.1 0.0 0.0
0.0 0.0 0.1
0.0 -0.1 0.1
-0.3 0.2 -0.1
0.1 -0.1 0.0
0.1 0.0 -0.1
0.0 0.1 -0.2
0.2 -0.2 0.0
-0.1 0.1 0.0
0.0 -0.1 0.1
-0.6 0.4 0.0
0.0 0.0 0.0
0.0 0.0 0.0
0.0 0.0 0.0
0.0 0.0 0.0
-0.1 -0.1 0.0
-0.1 0.1 -0.2
0.0 -0.3 0.2
0.4 0.1 0.0
0.1 0.1 0.0
0.1 -0.1 0.2
0.0 0.3 -0.3
0.0 -0.1 0.2
0.0 0.1 -0.1
0.1 -0.1 0.1
0.0 0.0 0.0
0.0 -0.1 0.0
0.0 0.0 0.0
0.0 0.1 0.0

Computed properties:
HOMO in eV: -10.8
Spin multiplicity: 1
Maximum force in eV/A: 3.18
Frontier orbital gap in hartree: 0.253
Charge: +1


The lowest charge belongs to which entry? C43H52F8N4O21PS